# 1
ORCA calculation (the ωB97M-V functional and the def2-TZVPD basis) on a molecular structure, C25H42BrCl4F2IN5O2P2 at a distorted geometry.

Computed properties:
Kohn-Sham gap: 8.18 eV
total charge: +1

Last column: Löwdin charge in e.
Positions of all 84 atoms, in Å:
H 4.40 0.42 -1.91  0.068
C -6.32 -0.03 -0.53  -0.086
F 2.21 -0.72 -5.76  -0.009
H -0.16 -2.09 1.44  0.029
N -1.50 0.32 2.08  0.114
C 1.22 0.50 2.48  -0.418
H 3.24 -0.30 -4.01  0.113
H 4.29 2.17 -2.24  0.095
H -7.60 1.25 -1.74  0.111
C 0.33 -0.45 4.72  -0.228
Cl 0.91 -4.91 0.51  0.566
C -1.54 1.27 -0.18  -0.100
H 3.38 0.02 2.01  0.056
O 1.02 -2.48 -1.55  -0.167
C -6.65 0.73 -1.64  -0.079
C 4.66 1.42 -1.53  -0.007
C 1.32 1.37 -0.14  -0.459
H -2.96 -2.28 -1.50  0.134
P 0.85 -1.40 -0.33  0.603
P 1.34 3.14 -0.88  0.682
H 2.40 -0.55 -2.04  0.096
C 1.55 0.11 -2.29  -0.219
C -5.73 0.82 -2.65  -0.076
C 0.65 0.86 3.90  -0.263
H -1.99 -0.41 1.58  0.060
N 2.70 1.07 -0.06  0.045
C -0.25 -6.23 0.20  -2.021
C 1.08 -0.47 -3.63  -0.176
F -1.38 2.53 1.79  -0.089
C 2.73 0.39 2.80  -0.106
H 0.86 -0.52 2.33  0.068
H -2.55 0.88 -0.02  0.116
I 1.25 3.39 2.26  1.209
H 2.06 1.03 -2.58  0.092
H 3.14 1.29 3.28  0.050
H 2.41 3.89 -0.39  -0.001
C -0.89 1.33 1.24  -0.475
C -1.03 -0.33 5.48  -0.097
Br -1.02 1.88 -2.85  0.905
C -2.81 -1.24 -1.18  -0.147
H -0.92 0.17 6.44  0.076
H -2.13 0.73 2.76  0.103
C 0.71 1.42 1.32  -0.448
C 3.82 1.64 -0.25  -0.374
N 0.08 4.05 -0.69  -0.318
H 1.10 -0.57 5.49  0.104
H -1.80 2.30 -0.44  0.083
H -1.03 -1.53 -2.24  0.087
H -2.67 -1.29 -0.10  0.068
H 2.79 -0.37 3.60  0.092
H 2.62 -2.47 0.38  0.096
C -4.51 0.19 -2.53  -0.059
Cl -1.76 -5.87 1.04  0.555
O 2.21 -1.61 0.50  -0.105
H -2.06 -0.41 -2.93  0.060
N 0.66 0.25 -1.07  -0.127
H -1.77 0.13 4.82  0.049
H 5.64 2.22 0.76  0.089
H 5.72 1.55 -1.35  0.083
C 2.38 -0.86 -4.41  -0.202
H 4.18 2.43 1.76  0.030
H 0.24 -1.33 4.07  0.094
C -1.62 -0.65 -1.97  -0.234
H 2.57 -1.92 -4.18  0.129
C -5.11 -0.66 -0.41  -0.056
H -0.30 1.39 3.87  0.066
N -0.36 -1.84 0.48  -0.064
H -4.94 -1.22 0.50  0.118
H 1.08 -3.35 -1.10  -0.006
Cl -0.54 -6.34 -1.54  0.551
C 4.58 2.51 0.75  -0.046
H 0.49 -1.38 -3.64  0.100
H -3.81 0.32 -3.35  0.095
H -1.36 -1.36 5.66  0.072
H 1.55 3.05 -2.28  0.006
H 4.56 3.56 0.44  0.091
H -7.06 -0.10 0.27  0.111
H -5.95 1.41 -3.54  0.112
H -0.36 4.31 -1.57  -0.041
H 0.60 0.23 -4.33  0.081
H 1.38 1.40 4.51  0.086
C -0.81 0.52 -1.34  -0.532
Cl 0.42 -7.74 0.79  0.569
C -4.15 -0.54 -1.42  -0.231

=====

# 2
ORCA calculation (the ωB97M-V functional and the def2-TZVPD basis) on a molecular structure, C25H43Br18O6P at a distorted geometry.

Computed properties:
Kohn-Sham gap: 7.57 eV

Last column: Löwdin charge in e.
Positions of all 93 atoms, in Å:
C -3.49 -1.08 -10.31  -0.687
H -2.87 2.29 -10.65  0.004
C 2.65 -1.71 -7.29  -0.698
H -3.21 -2.13 -10.44  0.060
H 4.43 -2.31 8.23  0.051
C -3.14 -1.27 1.88  -0.390
H -3.35 0.64 -4.20  0.064
H 6.07 3.48 0.02  0.059
Br 2.73 -1.04 -5.47  0.602
H 3.76 -0.44 2.38  -0.066
Br 6.83 2.40 2.11  0.608
H -1.10 2.40 -10.62  0.050
Br 0.89 2.82 7.75  0.594
Br 2.49 -3.19 6.93  0.631
H -2.23 0.21 4.48  0.066
O 0.65 1.39 -0.34  -0.297
H 0.84 -1.91 4.49  -0.008
H -2.55 -2.03 -5.53  0.051
O -0.99 3.08 1.09  -0.278
H 0.07 1.33 4.38  0.072
H -4.16 -0.89 -3.82  0.069
H 1.64 -2.11 9.52  0.017
H -4.48 -1.51 -8.46  0.044
C -0.49 4.16 7.42  -0.686
H -1.46 3.09 1.94  0.033
C 4.26 3.21 1.14  -0.638
Br -1.16 -3.69 9.42  0.617
H -2.61 -0.52 -9.99  0.044
Br -3.94 -0.44 -12.10  0.622
H 5.60 -1.16 0.97  0.054
H 3.99 -2.16 2.77  0.060
C -2.91 -1.00 -5.56  -0.681
H 3.90 -0.07 -7.99  0.050
C -2.54 -3.27 8.11  -0.683
C -1.57 -0.35 3.78  -0.119
C 3.03 -0.65 -8.29  -0.692
C 3.73 -1.46 1.99  -0.680
H -3.07 -3.81 6.09  0.065
Br 1.58 0.62 -8.55  0.577
O -3.74 -1.85 2.72  0.160
Br 4.91 -3.43 0.28  0.609
Br -1.99 2.76 5.42  0.717
O 1.03 -0.38 3.24  -0.532
Br -2.14 4.55 -11.32  0.608
H 3.66 3.60 0.31  0.066
C -1.94 -0.34 2.31  -0.090
H 3.21 -1.08 -9.27  0.055
H -5.60 -1.27 -9.81  0.053
H -2.88 3.84 -8.56  0.053
H 5.53 1.79 0.08  0.046
H -3.78 -0.96 -6.22  0.029
H -3.45 -3.73 8.50  0.058
H 4.34 3.97 1.91  0.053
O -3.37 -1.25 0.52  0.136
Br -1.87 -0.89 -2.90  0.899
Br -0.42 3.82 -8.13  0.590
Br 1.86 -1.79 1.55  0.809
C -2.11 3.13 -8.83  -0.732
H 3.36 -2.54 -7.32  0.055
H 1.65 -2.10 -7.44  0.048
Br -4.90 0.89 -8.80  0.661
C -2.03 2.89 -10.32  -0.713
H -2.63 4.28 7.25  0.058
O -2.60 0.15 -1.10  -0.175
H 3.13 -1.75 10.42  0.059
H 1.51 0.98 -0.13  -0.017
H -0.15 4.75 6.57  0.052
Br 2.69 0.01 8.75  0.589
C -1.84 3.53 7.20  -0.667
H -1.82 -4.86 6.80  0.056
Br 3.20 1.75 1.89  0.794
P -0.24 1.56 1.06  0.893
C 2.68 -1.82 9.43  -0.681
C -1.59 0.28 1.15  -0.153
H -0.50 4.78 8.31  0.059
H -1.42 -1.39 4.12  -0.008
Br -0.84 -2.77 5.86  0.828
C -2.51 -0.24 0.02  -0.412
H 4.19 -1.08 -0.11  0.045
C 5.59 2.72 0.64  -0.687
C 0.99 -0.85 4.74  -0.126
C -0.03 0.24 4.05  -0.246
H -2.66 -2.19 8.10  0.052
C 3.48 -2.74 8.54  -0.681
C -2.20 -3.84 6.75  -0.629
H 1.95 -0.38 5.07  0.101
C 4.61 -1.57 0.77  -0.712
Br -1.55 0.06 -6.45  0.623
C -3.25 -0.44 -4.20  -0.619
H 3.66 -3.69 9.05  0.059
H -2.27 2.20 -8.30  -0.042
C -4.66 -0.95 -9.37  -0.671
H -2.06 2.73 7.91  0.055

=====

# 3
ORCA calculation (the ωB97M-V functional and the def2-TZVPD basis) on a molecular structure, C25H43BrCaN2P2 at a distorted geometry.

Computed properties:
Kohn-Sham gap (alpha / beta): 5.33 / 5.33 eV
total charge: +2
relative energy (zero: lowest compared OMol25 entry of this formula, charge and spin): 107.94 kJ/mol

Last column: Löwdin charge in e.
Positions of all 74 atoms, in Å:
C -0.41 -4.73 -3.81  -0.129
C -0.71 1.16 -3.43  -0.257
H -1.44 -4.66 1.69  0.095
H 5.30 4.03 -1.51  0.092
H 3.02 -1.39 -4.23  0.071
C 3.50 2.78 -1.37  -0.597
H -0.13 -5.18 -1.71  0.096
H 0.54 -5.04 -4.26  0.093
H 0.77 -3.78 -2.24  0.021
H 5.34 0.41 1.40  0.074
C 3.53 -1.10 -3.30  -0.142
H -0.50 2.74 0.76  0.079
C -1.16 -1.46 -2.36  -0.447
H 0.30 -2.10 -3.84  0.108
C -4.39 -3.15 -1.93  -0.111
H -0.09 4.62 -3.26  0.118
C -0.29 -1.25 -3.47  -0.125
H -5.20 -3.72 -2.41  0.092
Ca 1.03 3.06 -1.93  1.466
H -0.84 -3.93 -4.43  0.065
H -1.28 -2.52 0.56  0.027
H -4.48 5.99 -1.58  0.125
P 4.01 1.07 -1.58  0.978
H 2.67 0.88 -3.59  0.062
H -2.72 -0.49 -1.20  0.126
H -2.15 -5.47 0.28  0.091
N -4.90 4.78 -3.20  0.084
C -0.06 0.02 -3.97  -0.035
H -5.13 3.67 -4.96  0.131
C 4.54 3.73 -0.79  -0.115
H 4.39 -1.09 1.45  0.075
H 3.15 1.16 0.72  0.076
C -1.78 0.90 -2.55  -0.044
H -4.58 -2.08 -2.12  0.075
H -2.95 -3.19 -3.55  0.096
C -0.76 3.71 -3.31  -0.216
H 3.43 -1.94 -2.60  0.065
C -1.45 -4.68 0.59  -0.117
C 3.57 0.36 0.08  -0.422
H -0.89 1.60 -0.36  0.043
C -2.68 4.97 -2.29  -0.024
C -0.24 2.50 -3.79  -0.200
H -2.75 2.92 -5.01  0.128
C -2.18 4.06 -3.25  -0.256
H 3.16 3.16 -2.37  0.043
H 0.64 0.17 -4.79  0.131
H 5.45 -0.77 0.05  0.071
C -3.06 -3.60 -2.54  -0.319
H 4.04 4.64 -0.45  0.078
C 4.77 -0.31 0.78  -0.151
C -0.20 -4.30 -2.36  -0.356
H -2.45 1.73 -2.30  0.119
H 4.60 -0.97 -3.53  0.075
N -0.67 2.60 -0.25  -0.020
C 2.90 0.19 -2.75  -0.493
Br 0.81 -1.79 -0.72  0.439
C -1.98 -0.36 -2.00  -0.080
H -1.10 -5.59 -3.85  0.084
C -4.05 5.29 -2.31  -0.108
H 5.04 3.29 0.08  0.089
H 1.96 -0.08 -2.22  -0.030
H 0.55 2.51 -4.56  0.146
H -2.04 5.45 -1.55  0.111
H -0.44 -4.97 0.26  0.062
H -2.90 -3.07 0.22  0.074
H -4.45 -3.33 -0.86  0.062
C -3.09 3.58 -4.21  -0.004
C -4.42 4.00 -4.17  -0.099
H -3.05 -4.69 -2.65  0.103
H 2.71 2.70 -0.60  0.010
H 2.77 -0.39 -0.10  -0.053
P -1.49 -3.16 -1.73  0.922
H -1.54 3.12 -0.47  0.051
C -1.84 -3.32 0.05  -0.374

=====

Copy entry 3 word for word.
ORCA calculation (the ωB97M-V functional and the def2-TZVPD basis) on a molecular structure, C25H43BrCaN2P2 at a distorted geometry.

Computed properties:
Kohn-Sham gap (alpha / beta): 5.33 / 5.33 eV
total charge: +2
relative energy (zero: lowest compared OMol25 entry of this formula, charge and spin): 107.94 kJ/mol

Last column: Löwdin charge in e.
Positions of all 74 atoms, in Å:
C -0.41 -4.73 -3.81  -0.129
C -0.71 1.16 -3.43  -0.257
H -1.44 -4.66 1.69  0.095
H 5.30 4.03 -1.51  0.092
H 3.02 -1.39 -4.23  0.071
C 3.50 2.78 -1.37  -0.597
H -0.13 -5.18 -1.71  0.096
H 0.54 -5.04 -4.26  0.093
H 0.77 -3.78 -2.24  0.021
H 5.34 0.41 1.40  0.074
C 3.53 -1.10 -3.30  -0.142
H -0.50 2.74 0.76  0.079
C -1.16 -1.46 -2.36  -0.447
H 0.30 -2.10 -3.84  0.108
C -4.39 -3.15 -1.93  -0.111
H -0.09 4.62 -3.26  0.118
C -0.29 -1.25 -3.47  -0.125
H -5.20 -3.72 -2.41  0.092
Ca 1.03 3.06 -1.93  1.466
H -0.84 -3.93 -4.43  0.065
H -1.28 -2.52 0.56  0.027
H -4.48 5.99 -1.58  0.125
P 4.01 1.07 -1.58  0.978
H 2.67 0.88 -3.59  0.062
H -2.72 -0.49 -1.20  0.126
H -2.15 -5.47 0.28  0.091
N -4.90 4.78 -3.20  0.084
C -0.06 0.02 -3.97  -0.035
H -5.13 3.67 -4.96  0.131
C 4.54 3.73 -0.79  -0.115
H 4.39 -1.09 1.45  0.075
H 3.15 1.16 0.72  0.076
C -1.78 0.90 -2.55  -0.044
H -4.58 -2.08 -2.12  0.075
H -2.95 -3.19 -3.55  0.096
C -0.76 3.71 -3.31  -0.216
H 3.43 -1.94 -2.60  0.065
C -1.45 -4.68 0.59  -0.117
C 3.57 0.36 0.08  -0.422
H -0.89 1.60 -0.36  0.043
C -2.68 4.97 -2.29  -0.024
C -0.24 2.50 -3.79  -0.200
H -2.75 2.92 -5.01  0.128
C -2.18 4.06 -3.25  -0.256
H 3.16 3.16 -2.37  0.043
H 0.64 0.17 -4.79  0.131
H 5.45 -0.77 0.05  0.071
C -3.06 -3.60 -2.54  -0.319
H 4.04 4.64 -0.45  0.078
C 4.77 -0.31 0.78  -0.151
C -0.20 -4.30 -2.36  -0.356
H -2.45 1.73 -2.30  0.119
H 4.60 -0.97 -3.53  0.075
N -0.67 2.60 -0.25  -0.020
C 2.90 0.19 -2.75  -0.493
Br 0.81 -1.79 -0.72  0.439
C -1.98 -0.36 -2.00  -0.080
H -1.10 -5.59 -3.85  0.084
C -4.05 5.29 -2.31  -0.108
H 5.04 3.29 0.08  0.089
H 1.96 -0.08 -2.22  -0.030
H 0.55 2.51 -4.56  0.146
H -2.04 5.45 -1.55  0.111
H -0.44 -4.97 0.26  0.062
H -2.90 -3.07 0.22  0.074
H -4.45 -3.33 -0.86  0.062
C -3.09 3.58 -4.21  -0.004
C -4.42 4.00 -4.17  -0.099
H -3.05 -4.69 -2.65  0.103
H 2.71 2.70 -0.60  0.010
H 2.77 -0.39 -0.10  -0.053
P -1.49 -3.16 -1.73  0.922
H -1.54 3.12 -0.47  0.051
C -1.84 -3.32 0.05  -0.374